# 1
The following is a DFT calculation (wB97M-V/def2-TZVPD) of a single C28H26O4 molecule at a distorted geometry.

Last column: Mulliken charge in e.
Element x y z (Å)
1 C -0.866 -0.462 -1.071  0.3692
2 C -1.673 -1.711 -0.999  0.1781
3 C -1.104 -2.922 -1.433  -0.1550
4 C -1.822 -4.113 -1.363  -0.6461
5 C -3.151 -4.117 -0.869  -0.5813
6 C -3.692 -2.911 -0.409  -0.7757
7 C -2.952 -1.732 -0.452  -0.3662
8 C -1.638 0.783 -1.187  -1.3550
9 C -1.096 1.854 -1.827  0.0491
10 C -1.660 3.180 -1.763  0.6998
11 C -1.012 4.293 -2.362  -0.3149
12 C -1.483 5.592 -2.184  -0.6867
13 C -2.661 5.815 -1.429  -0.3765
14 C -3.326 4.728 -0.851  -0.7213
15 C -2.841 3.434 -1.009  -0.3672
16 H -0.095 -0.491 -1.865  0.5718
17 H -0.063 -2.944 -1.795  0.3982
18 H -1.348 -5.052 -1.682  0.3810
19 H -3.685 -5.064 -0.764  0.3746
20 H -4.718 -2.915 0.002  0.3451
21 H -3.390 -0.822 -0.018  0.3346
22 H -2.668 0.810 -0.860  0.1777
23 H -0.222 1.735 -2.442  0.7465
24 H -0.100 4.117 -2.948  0.2992
25 H -0.971 6.443 -2.651  0.3614
26 H -3.052 6.829 -1.314  0.3608
27 H -4.258 4.890 -0.281  0.3403
28 H -3.360 2.614 -0.513  0.2863
29 C 3.132 0.847 0.787  -0.9742
30 C 2.159 1.178 -0.329  1.3990
31 C 2.513 2.415 -1.150  -1.4141
32 O 2.079 0.075 -1.252  -0.3295
33 C 1.589 -1.107 -0.742  0.0170
34 O 2.065 -2.173 -1.087  -0.5962
35 C 0.278 -0.933 0.086  2.3548
36 C 0.159 -2.081 1.071  -1.4863
37 C 1.282 -2.306 2.087  -0.5680
38 C 1.219 -1.712 3.364  0.0659
39 C 2.201 -2.012 4.320  -0.8150
40 C 3.254 -2.865 4.000  -0.3363
41 C 3.380 -3.372 2.709  -0.8724
42 C 2.405 -3.082 1.740  -0.0156
43 C 0.223 0.402 0.878  -0.4457
44 O -0.486 0.603 1.836  -0.6048
45 O 0.865 1.456 0.258  -0.1927
46 H 2.804 -0.044 1.337  -0.1764
47 H 4.114 0.655 0.331  0.4003
48 H 3.172 1.706 1.474  0.3953
49 H 1.742 2.582 -1.918  0.2699
50 H 2.549 3.308 -0.502  0.3072
51 H 3.484 2.274 -1.656  0.3737
52 H -0.758 -1.896 1.636  0.7273
53 H 0.081 -2.976 0.458  0.6198
54 H 0.444 -0.941 3.512  0.4190
55 H 2.151 -1.521 5.292  0.3722
56 H 4.027 -3.056 4.719  0.4123
57 H 4.256 -3.949 2.407  0.3736
58 H 2.521 -3.335 0.675  0.3922

Properties
E: -1383.4944 a.u.
relative energy (zero: lowest compared OMol25 entry of this formula, charge and spin): 0.0 kJ/mol
2S+1: 1


# 2
The following is a DFT calculation (wB97M-V/def2-TZVPD) of 2 unconnected molecules or ions with the total composition C2BrF3S at a distorted geometry.

Last column: Mulliken charge in e.
Element x y z (Å)
1 C 1.174 0.595 0.407  0.3430
2 C -0.780 -0.473 -0.331  0.3512
3 F 1.224 0.175 1.643  -0.1358
4 F -0.860 -1.632 0.277  -0.1559
5 F -0.689 -0.615 -1.625  -0.1450
6 S 2.173 1.302 -0.572  -0.1791
7 Br -2.243 0.648 0.201  -0.0783

Properties
E: -3347.8869 a.u.
relative energy (zero: lowest compared OMol25 entry of this formula, charge and spin): 229.4 kJ/mol
2S+1: 1


# 3
The following is a DFT calculation (wB97M-V/def2-TZVPD) of a molecular structure, C28H41NSi2W at a distorted geometry.

Last column: Mulliken charge in e.
Element x y z (Å)
1 W 0.115 0.362 0.601  -0.7421
2 C 3.128 -1.281 1.681  -1.3581
3 C 2.166 -0.136 1.801  0.2707
4 C 2.295 1.029 0.968  0.1405
5 C 1.595 2.217 1.282  0.4288
6 C 1.974 3.535 0.688  -1.4927
7 C 0.518 2.109 2.173  -0.5826
8 C 0.303 0.946 2.966  0.5674
9 C -0.774 0.889 4.013  -1.8442
10 C 1.201 -0.121 2.812  -0.6713
11 H 2.675 -2.221 1.988  0.1047
12 H 3.971 -1.073 2.346  0.4191
13 H 3.524 -1.381 0.673  0.4075
14 H 3.065 1.058 0.207  0.7112
15 H 2.169 3.476 -0.378  0.2436
16 H 2.906 3.841 1.172  0.4154
17 H 1.228 4.299 0.881  0.4265
18 H -0.127 2.967 2.320  0.4461
19 H -1.601 0.247 3.704  0.3410
20 H -1.164 1.881 4.237  0.4481
21 H -0.373 0.471 4.936  0.3739
22 H 1.096 -0.996 3.441  1.0751
23 C 1.738 -1.220 -1.652  -0.1947
24 Si 0.044 -0.946 -2.417  0.1682
25 C -1.127 -2.395 -2.263  -1.2519
26 C 0.153 -0.637 -4.247  -1.2968
27 C -0.551 0.554 -1.361  3.5988
28 C -1.957 0.652 -0.861  -2.1759
29 C -3.190 0.451 -1.465  -0.7381
30 C -4.335 0.684 -0.722  -0.7905
31 C -4.245 1.077 0.614  -1.1089
32 C -3.001 1.197 1.186  -0.1885
33 N -1.898 0.990 0.452  0.5762
34 Si -0.219 2.247 -2.263  0.4116
35 C -1.249 2.378 -3.807  -1.2352
36 C 1.599 2.354 -2.692  -0.9736
37 C -0.853 3.611 -1.143  -0.9623
38 H 2.208 -2.148 -1.986  0.7050
39 H 1.698 -1.302 -0.550  -0.5528
40 H 2.406 -0.395 -1.910  0.3362
41 H -1.342 -2.788 -1.273  0.4891
42 H -0.699 -3.219 -2.843  0.5020
43 H -2.080 -2.153 -2.740  0.4096
44 H 0.538 -1.557 -4.698  0.4272
45 H 0.817 0.171 -4.551  0.3428
46 H -0.833 -0.460 -4.678  0.3630
47 H -3.243 0.155 -2.503  0.6644
48 H -5.307 0.571 -1.184  0.5330
49 H -5.131 1.274 1.200  0.4853
50 H -2.864 1.469 2.223  0.4661
51 H -0.914 1.749 -4.630  0.3841
52 H -1.187 3.418 -4.144  0.4229
53 H -2.305 2.177 -3.618  0.3484
54 H 1.814 1.781 -3.596  0.2963
55 H 2.267 1.983 -1.914  0.2254
56 H 1.873 3.390 -2.906  0.5143
57 H -1.941 3.660 -1.230  0.3327
58 H -0.467 4.575 -1.482  0.4619
59 H -0.620 3.506 -0.087  0.0785
60 C -0.795 -1.476 1.265  -0.2230
61 C -0.053 -2.712 1.667  -0.0924
62 C -0.040 -3.095 3.010  -0.2988
63 C 0.661 -4.215 3.428  -0.8050
64 C 1.351 -4.989 2.504  -0.6516
65 C 1.313 -4.645 1.161  -1.0707
66 C 0.622 -3.515 0.748  0.1016
67 H -1.590 -1.257 1.983  0.8796
68 H -1.306 -1.642 0.301  -0.0052
69 H -0.605 -2.519 3.736  0.5247
70 H 0.652 -4.497 4.473  0.4449
71 H 1.892 -5.868 2.826  0.4273
72 H 1.819 -5.263 0.430  0.4617
73 H 0.589 -3.281 -0.306  0.1042

Properties
charge: +2
E: -1791.8605 a.u.
relative energy (zero: lowest compared OMol25 entry of this formula, charge and spin): 34.0 kJ/mol
2S+1: 1


# 4
The following is a DFT calculation (wB97M-V/def2-TZVPD) of 2 unconnected molecules or ions with the total composition C4H8BrO2 at a distorted geometry.

Last column: Mulliken charge in e.
Element x y z (Å)
1 C 1.046 0.599 -0.714  -0.4734
2 C 0.893 -0.930 -0.615  -0.4115
3 C -0.326 1.126 -0.441  -0.3403
4 C -0.394 -0.626 1.361  0.0352
5 O 0.262 -1.430 0.555  -0.2019
6 O -0.931 0.461 0.759  -0.2310
7 Br -3.690 0.226 0.459  0.0292
8 H 1.757 0.999 0.078  0.2770
9 H 1.390 0.746 -1.725  0.3652
10 H 0.155 -1.212 -1.281  0.3748
11 H 1.871 -1.555 -0.823  0.3184
12 H -0.351 2.204 -0.329  0.3453
13 H -0.983 0.948 -1.342  0.2763
14 H -1.176 -1.290 1.797  0.3110
15 H 0.478 -0.265 2.262  0.3257

Properties
charge: +1
E: -2881.2456 a.u.
relative energy (zero: lowest compared OMol25 entry of this formula, charge and spin): 355.0 kJ/mol
2S+1: 1


# 5
The following is a DFT calculation (wB97M-V/def2-TZVPD) of a molecular structure, C33H42BrMgN4PSi.

Last column: Mulliken charge in e.
Element x y z (Å)
1 Mg 1.669 0.385 0.089  0.4433
2 C 3.216 2.135 0.426  0.0290
3 C 3.831 1.098 -0.318  0.6318
4 C 4.058 0.008 0.572  0.0660
5 C 3.600 0.386 1.852  1.0968
6 C 3.072 1.690 1.765  0.6736
7 C 2.550 2.538 2.885  -1.7453
8 C 3.717 -0.458 3.084  -1.6432
9 C 4.844 -1.228 0.247  -1.5735
10 C 4.313 1.185 -1.737  -1.5124
11 C 2.849 3.502 -0.066  -1.4633
12 H 2.443 1.966 3.809  0.4292
13 H 1.579 2.991 2.662  0.2973
14 H 3.226 3.368 3.110  0.3570
15 H 3.714 -1.524 2.838  0.3068
16 H 2.900 -0.283 3.790  0.3128
17 H 4.647 -0.267 3.628  0.3613
18 H 4.336 -2.153 0.529  0.3139
19 H 5.809 -1.232 0.763  0.2973
20 H 5.055 -1.290 -0.821  0.3921
21 H 4.150 0.259 -2.294  0.3836
22 H 5.384 1.401 -1.779  0.2853
23 H 3.796 1.968 -2.292  0.2224
24 H 1.825 3.782 0.200  0.2583
25 H 2.924 3.569 -1.150  0.3270
26 H 3.507 4.267 0.358  0.3954
27 C -4.928 -2.692 0.625  -1.0482
28 N -3.640 -2.800 1.306  0.1172
29 C -3.820 -2.389 2.695  -0.8346
30 N -4.407 -1.063 2.869  0.0820
31 C -5.666 -1.020 2.128  -0.9721
32 N -5.544 -1.373 0.718  0.1098
33 C -4.761 -0.376 -0.017  -0.9829
34 P -3.017 -0.158 0.594  0.5762
35 C -2.632 -1.975 0.635  0.2968
36 C -3.491 -0.023 2.387  -0.6529
37 H -5.611 -3.416 1.078  0.3082
38 H -4.795 -2.951 -0.427  0.4301
39 H -2.850 -2.416 3.200  0.2227
40 H -4.482 -3.114 3.177  0.2912
41 H -6.093 -0.018 2.210  0.3997
42 H -6.355 -1.730 2.595  0.3383
43 H -5.280 0.587 0.021  0.4488
44 H -4.721 -0.669 -1.068  0.3567
45 H -1.665 -2.134 1.120  -0.4523
46 H -2.519 -2.320 -0.395  0.4422
47 H -3.952 0.955 2.558  0.5150
48 H -2.587 -0.050 3.003  0.0481
49 Br 1.508 -2.752 0.357  -0.0290
50 C 0.841 -1.940 1.923  -0.1358
51 C 0.484 -2.701 3.022  -0.7730
52 C -0.030 -2.024 4.115  -0.4370
53 C -0.158 -0.642 4.070  -1.0020
54 C 0.241 0.021 2.925  -0.6460
55 N 0.732 -0.624 1.863  1.1331
56 H 0.603 -3.774 3.008  0.5457
57 H -0.334 -2.573 4.996  0.5200
58 H -0.564 -0.084 4.901  0.5050
59 H 0.172 1.098 2.837  0.4423
60 C -2.931 -1.856 -3.723  -0.3788
61 C -1.693 -2.250 -3.240  -0.7986
62 C -0.855 -1.316 -2.644  0.0653
63 C -1.214 0.026 -2.520  0.3373
64 C -2.460 0.400 -3.028  -0.4895
65 C -3.309 -0.523 -3.619  -0.6228
66 Si -0.010 1.266 -1.733  0.3571
67 C 1.012 1.922 -3.191  0.4270
68 C 1.622 1.042 -4.088  -0.4496
69 C 2.422 1.497 -5.124  -0.5988
70 C 2.640 2.859 -5.285  -0.5068
71 C 2.037 3.753 -4.414  -0.5234
72 C 1.227 3.286 -3.387  -0.2205
73 H -3.595 -2.577 -4.184  0.3959
74 H -1.378 -3.284 -3.321  0.3887
75 H 0.105 -1.649 -2.261  0.2026
76 H -2.773 1.435 -2.959  0.3376
77 H -4.270 -0.202 -4.004  0.3941
78 H -0.837 2.446 -1.328  -0.3270
79 H 1.471 -0.028 -3.978  0.3305
80 H 2.879 0.789 -5.804  0.3975
81 H 3.271 3.219 -6.088  0.3821
82 H 2.190 4.818 -4.536  0.3882
83 H 0.759 4.002 -2.721  0.4064

Properties
E: -4906.6800 a.u.
relative energy (zero: lowest compared OMol25 entry of this formula, charge and spin): 20.2 kJ/mol
2S+1: 1


# 6
The following is a DFT calculation (wB97M-V/def2-TZVPD) of 3 unconnected molecules or ions with the total composition C4H13NO2.

Last column: Mulliken charge in e.
Element x y z (Å)
1 C 1.078 -0.235 -2.383  -1.3821
2 C 0.344 -0.457 -1.093  0.9925
3 C 0.221 -1.681 -0.573  -0.9141
4 C 0.130 1.996 -0.844  -1.0657
5 N -0.310 0.640 -0.539  -0.2429
6 H 1.376 -1.195 -2.784  0.3408
7 H 1.889 0.481 -2.259  0.3143
8 H 0.422 0.185 -3.139  0.3454
9 H 0.733 -2.506 -1.038  0.2429
10 H -0.363 -1.857 0.321  0.0718
11 H 0.119 2.173 -1.904  0.3283
12 H 1.124 2.219 -0.428  0.3173
13 H -0.609 2.671 -0.432  0.3742
14 H -0.578 0.540 0.429  0.3018
15 H -1.897 0.777 2.798  0.3278
16 H -1.143 2.026 2.431  0.2911
17 O -1.013 1.066 2.523  -0.6537
18 H -0.536 -1.637 2.487  0.3404
19 H -0.557 -3.068 3.125  0.3215
20 O -0.430 -2.135 3.301  -0.6515

Properties
E: -365.4064 a.u.
relative energy (zero: lowest compared OMol25 entry of this formula, charge and spin): 94.6 kJ/mol
2S+1: 1